An isolated molecule of C5H10N2O at a distorted geometry. Source: the Open Molecules 2025 dataset; level of theory: ωB97M-V/def2-TZVPD.

The HOMO energy is -9.32 eV. The calculation puts the total energy at -381.132589 Eh. As for the SMILES: CNC(=O)N1C[C@H]1C. As for the net charge: 0. As for the gap between HOMO and LUMO: 10.230 eV. The energy relative to the best compared isomer or geometry (same formula, charge and spin) is 95.9 kcal per mole. Its lowest unoccupied orbital energy is 0.912 eV.

Positions of all 18 atoms, in Å:
H -1.357 -2.118 0.175
C 1.404 1.773 0.436
H 2.308 2.356 0.894
C -1.443 -1.155 0.524
O 1.354 -1.884 -0.034
H -3.106 1.084 -1.020
N -0.232 -0.122 0.348
C -1.340 -0.053 -0.536
H -1.938 -0.912 1.520
H 0.751 1.540 1.251
H -2.795 0.530 0.711
H -1.982 2.066 -0.053
N 1.734 0.477 -0.490
H -1.054 -0.531 -1.602
H 2.768 0.355 -0.471
H 0.933 2.537 -0.398
C -2.276 0.987 -0.235
C 1.009 -0.604 -0.147

Mulliken atomic charge list, values in e, 2 entries:
1 H 0.32
2 C -0.60



A structure of composition C5H10N2O at a distorted geometry. Source: the Open Molecules 2025 dataset; level of theory: ωB97M-V/def2-TZVPD.

The HOMO energy (spin up / spin down) is -7.91 / -7.91 eV. The calculation puts the total energy at -381.028514 Eh. As for the net charge: 0. As for the gap between HOMO and LUMO (spin up / spin down): 8.903 / 8.901 eV. The energy relative to the best compared isomer or geometry (same formula, charge and spin) is 161.2 kcal per mole. Its lowest unoccupied orbital energy (spin up / spin down) is 0.994 / 0.993 eV.

Positions of all 18 atoms, in Å:
H -0.856 -2.853 -0.588
H -2.961 1.456 0.619
H -3.256 -0.175 -0.238
C 2.579 0.226 0.507
H 0.440 0.262 1.424
C -2.571 0.749 -0.180
N -0.806 -1.858 -0.431
H 1.817 0.297 -1.604
H 2.251 1.276 0.815
C -0.909 -0.767 -0.993
H -0.428 1.245 -0.279
O -0.744 -1.398 1.339
H -2.827 1.283 -1.032
C -1.040 0.397 -0.087
N -0.511 -0.124 1.199
H 2.510 -1.260 -0.978
C 2.285 -0.247 -0.690
H 2.985 -0.292 1.302

Mulliken atomic charge list, values in e, 2 entries:
1 H 0.20
2 H 0.32



An isolated molecule of C5H10N2O at a distorted geometry. Source: the Open Molecules 2025 dataset; level of theory: ωB97M-V/def2-TZVPD.

The HOMO energy is -8.25 eV. The calculation puts the total energy at -381.130878 Eh. As for the SMILES: C=C(C)/N=C(/C)ON. As for the net charge: 0. As for the gap between HOMO and LUMO: 9.163 eV. The energy relative to the best compared isomer or geometry (same formula, charge and spin) is 97.0 kcal per mole. Its lowest unoccupied orbital energy is 0.908 eV.

Positions of all 18 atoms, in Å:
C 0.528 -2.721 0.485
H -2.077 1.121 -0.237
O 0.794 -1.166 -1.276
C -0.119 1.019 0.590
H -0.399 -3.379 0.037
H 0.625 -2.855 1.458
H 0.637 2.912 0.726
H -1.804 2.563 0.847
H -0.195 -0.293 -2.837
C 0.904 1.827 0.736
C 0.379 -1.288 0.006
H 1.393 -3.111 0.147
H 1.817 1.378 0.872
N 0.296 -0.008 -2.017
C -1.581 1.431 0.719
H 1.159 0.415 -2.244
H -1.940 1.028 1.570
N 0.024 -0.384 0.778

Mulliken atomic charge list, values in e, 2 entries:
1 C -1.27
2 H 0.27



A cluster of 2 separate species, C5H10N2O in total at a distorted geometry. Source: the Open Molecules 2025 dataset; level of theory: ωB97M-V/def2-TZVPD.

The HOMO energy is -9.05 eV. The calculation puts the total energy at -381.163556 Eh. As for the SMILES: C=C(C)C.NN=C=O. As for the net charge: 0. As for the gap between HOMO and LUMO: 9.751 eV. The energy relative to the best compared isomer or geometry (same formula, charge and spin) is 76.5 kcal per mole. Its lowest unoccupied orbital energy is 0.704 eV.

Positions of all 18 atoms, in Å:
N 2.290 -0.495 -0.368
H -0.093 -1.471 1.159
H -0.769 1.439 -1.454
H 2.649 -2.359 -0.973
C 2.395 0.142 0.640
H -1.881 1.590 1.409
H -1.632 -0.132 -1.751
C -0.893 1.232 1.132
H -0.378 1.068 2.084
H 1.125 -1.689 -1.271
H -2.495 1.368 -0.958
N 1.923 -1.779 -0.694
H -0.982 -1.909 -0.343
C -0.810 -1.069 0.342
C -1.019 0.236 0.147
H -0.349 2.051 0.673
C -1.566 0.752 -1.146
O 2.484 1.026 1.372

Mulliken atomic charge list, values in e, 2 entries:
1 N -0.16
2 H 0.23



An isolated molecule of C5H10N2O at a distorted geometry. Source: the Open Molecules 2025 dataset; level of theory: ωB97M-V/def2-TZVPD.

The HOMO energy is -9.59 eV. The calculation puts the total energy at -381.101257 Eh. As for the SMILES: [H]/N=C(\C)N1C[C@H]1CO. As for the net charge: 0. As for the gap between HOMO and LUMO: 10.545 eV. The energy relative to the best compared isomer or geometry (same formula, charge and spin) is 115.6 kcal per mole. Its lowest unoccupied orbital energy is 0.957 eV.

Positions of all 18 atoms, in Å:
N 0.431 1.272 -0.099
H 2.969 0.486 0.505
H -1.194 0.813 -1.624
C -0.863 0.798 0.610
H -1.116 2.548 -0.714
O -1.599 -1.447 -0.146
H -0.270 -1.040 1.590
C -0.956 1.446 -0.660
H 1.411 -1.495 -1.465
H -2.074 -0.665 1.387
H -0.950 -1.199 -1.067
C -1.150 -0.574 0.923
N 0.752 -0.800 -1.180
H 2.378 -1.406 0.525
C 1.091 -0.009 -0.254
H -1.204 1.497 1.497
H 1.936 -0.123 1.758
C 2.316 -0.184 0.670

Mulliken atomic charge list, values in e, 2 entries:
1 N -0.42
2 H 0.45



A structure of composition C5H10N2O at a distorted geometry. Source: the Open Molecules 2025 dataset; level of theory: ωB97M-V/def2-TZVPD.

The HOMO energy is -7.84 eV. The calculation puts the total energy at -381.055125 Eh. As for the net charge: 0. As for the gap between HOMO and LUMO: 8.436 eV. The energy relative to the best compared isomer or geometry (same formula, charge and spin) is 144.5 kcal per mole. Its lowest unoccupied orbital energy is 0.592 eV.

Positions of all 18 atoms, in Å:
H -1.833 1.120 -1.686
N -1.395 -0.511 -0.653
H -1.962 -1.188 -0.154
H -2.150 1.301 -0.080
H -0.927 0.988 1.647
O 1.154 1.763 0.015
H 1.582 2.414 -0.558
H 2.822 -1.655 -0.868
C 0.795 -1.477 -0.058
C -0.318 0.087 1.540
H 1.573 0.063 -1.382
C -0.122 -0.287 0.061
H 0.551 -2.448 0.370
C 0.708 0.748 -0.737
H -0.820 -0.734 2.057
C 1.903 -1.112 -0.681
H 0.635 0.276 2.030
N -2.193 0.650 -0.864

Mulliken atomic charge list, values in e, 2 entries:
1 H 0.28
2 N -0.29



A structure of composition C5H10N2O at a distorted geometry. Source: the Open Molecules 2025 dataset; level of theory: ωB97M-V/def2-TZVPD.

The HOMO energy is -8.64 eV. The calculation puts the total energy at -381.205172 Eh. As for the net charge: 0. As for the gap between HOMO and LUMO: 9.519 eV. The energy relative to the best compared isomer or geometry (same formula, charge and spin) is 50.4 kcal per mole. Its lowest unoccupied orbital energy is 0.884 eV.

Positions of all 18 atoms, in Å:
H 1.664 -1.401 2.059
C 0.179 -0.167 1.185
C -1.463 -0.687 0.109
C -0.509 0.246 -0.493
H 1.190 -1.900 0.421
H 2.239 -0.476 0.671
H -0.352 1.437 2.033
N -0.819 1.652 -0.288
C 0.090 -0.100 -1.842
H 0.022 2.216 -0.367
H 0.187 -1.178 -1.972
C 1.398 -1.048 1.061
N -1.083 -0.827 1.342
H 1.085 0.341 -1.941
H -1.469 1.978 -0.999
O 0.431 0.867 2.034
H -2.264 -1.250 -0.357
H -0.527 0.296 -2.656

Mulliken atomic charge list, values in e, 2 entries:
1 H 0.40
2 C 0.99



An isolated molecule of C5H10N2O2 at a distorted geometry. Source: the Open Molecules 2025 dataset; level of theory: ωB97M-V/def2-TZVPD.

The HOMO energy is -9.45 eV. The calculation puts the total energy at -456.469227 Eh. As for the SMILES: [H]/N=C(\N)C(=O)[C@H](C)OC. As for the net charge: 0. As for the gap between HOMO and LUMO: 10.024 eV. The energy relative to the best compared isomer or geometry (same formula, charge and spin) is 53.3 kcal per mole. Its lowest unoccupied orbital energy is 0.576 eV.

Positions of all 19 atoms, in Å:
H -1.368 -2.809 1.138
H -1.269 1.201 -1.586
N -0.591 -2.589 -1.133
H 2.701 1.552 0.294
H 2.142 2.971 1.206
C 1.880 1.953 0.897
C 0.536 -0.410 -0.364
H 1.770 1.344 1.804
H -0.341 0.596 1.307
C -1.452 1.115 -0.510
H -0.033 -2.379 -1.957
O 0.689 2.001 0.134
C -0.429 -1.711 -0.099
O 1.513 -0.557 -1.057
C -0.177 0.750 0.238
H -0.678 -3.570 -0.898
H -2.241 0.377 -0.344
N -0.846 -1.929 1.096
H -1.805 2.093 -0.169

Mulliken atomic charge list, values in e, 2 entries:
1 H 0.23
2 H 0.32



An isolated molecule of C5H10N2O2 at a distorted geometry. Source: the Open Molecules 2025 dataset; level of theory: ωB97M-V/def2-TZVPD.

The HOMO energy (spin up / spin down) is -5.46 / -8.14 eV. The calculation puts the total energy at -456.220873 Eh. Its expectation value of S² is 2.011. As for the net charge: 0. As for the gap between HOMO and LUMO (spin up / spin down): 6.419 / 7.525 eV. The energy relative to the best compared isomer or geometry (same formula, charge and spin) is 45.7 kcal per mole. Its lowest unoccupied orbital energy (spin up / spin down) is 0.964 / -0.613 eV. As for the spin multiplicity: 3.

Positions of all 19 atoms, in Å:
H 1.270 2.353 0.695
C -1.339 0.877 0.520
H -0.772 -2.437 -1.506
H 0.263 -2.952 -0.134
C -0.960 0.653 1.691
H -0.144 0.244 2.169
C 1.050 -0.371 0.296
H 2.618 -0.837 1.316
N 0.010 -0.815 -0.516
O 1.805 -1.334 0.977
C 1.428 1.918 -0.231
H 0.494 1.859 -0.752
H 2.243 2.419 -0.713
O 1.935 0.619 -0.059
H -1.380 -2.148 0.107
H -2.146 1.491 0.264
N -0.899 0.170 -0.750
H -1.582 -0.214 -1.436
C -0.461 -2.184 -0.447

Mulliken atomic charge list, values in e, 2 entries:
1 H 0.31
2 C -0.46



A cluster of 2 separate species, C5H10N2O2PS in total at a distorted geometry. Source: the Open Molecules 2025 dataset; level of theory: ωB97M-V/def2-TZVPD.

The HOMO energy is -13.88 eV. The calculation puts the total energy at -1195.786802 Eh. As for the net charge: +1. As for the gap between HOMO and LUMO: 9.168 eV. The energy relative to the best compared isomer or geometry (same formula, charge and spin) is 53.7 kcal per mole. Its lowest unoccupied orbital energy is -4.715 eV.

Positions of all 21 atoms, in Å:
H -0.624 3.502 0.059
P 2.512 -0.012 0.583
H -3.145 -1.636 -0.247
H -1.063 -2.592 -1.674
N 0.936 -0.778 0.088
C -2.496 -1.486 0.577
C 0.631 -1.410 -1.056
C -0.619 -1.979 -0.966
H 0.604 2.644 0.878
C -0.153 -0.763 0.895
O 0.370 1.748 -0.788
O 2.185 0.470 1.948
H -2.821 -2.446 1.105
H 1.175 3.810 -0.401
H -0.220 -0.279 1.770
H 0.963 1.995 -1.530
C 0.417 2.995 -0.109
S 3.921 -0.250 -0.720
N -1.084 -1.475 0.213
H -2.885 -0.658 1.191
H 1.395 -1.401 -1.815

Mulliken atomic charge list, values in e, 2 entries:
1 H 0.23
2 P 0.80



A structure of composition C5H10N2O2S2 at a distorted geometry. Source: the Open Molecules 2025 dataset; level of theory: ωB97M-V/def2-TZVPD.

The HOMO energy (spin up / spin down) is -8.32 / -8.32 eV. The calculation puts the total energy at -1252.749451 Eh. As for the net charge: 0. As for the gap between HOMO and LUMO (spin up / spin down): 8.216 / 8.215 eV. The energy relative to the best compared isomer or geometry (same formula, charge and spin) is 54.5 kcal per mole. Its lowest unoccupied orbital energy (spin up / spin down) is -0.106 / -0.106 eV.

Positions of all 21 atoms, in Å:
N -0.554 -0.039 0.356
C -2.831 -0.437 0.077
S 2.112 -0.754 -0.129
C -1.533 -0.017 -0.491
C -1.446 0.836 -1.779
S 1.367 1.822 0.562
H 2.643 -2.752 0.855
C 0.704 0.407 0.157
H -2.344 0.966 -2.322
H -2.510 -0.908 1.031
H -3.321 -1.203 -0.562
H 0.561 3.728 1.259
H 3.366 -1.326 1.709
H 1.601 -2.031 1.981
O 3.302 0.015 -0.315
H -1.210 1.817 -1.474
H -0.710 0.250 -2.328
O 1.802 -1.717 -1.156
N 0.189 2.745 1.024
C 2.400 -1.766 1.348
H -3.591 0.366 0.197

Mulliken atomic charge list, values in e, 2 entries:
1 N -0.35
2 C -1.04



A structure of composition C5H10N2O9 at a distorted geometry. Source: the Open Molecules 2025 dataset; level of theory: ωB97M-V/def2-TZVPD.

The HOMO energy (spin up / spin down) is -9.86 / -9.82 eV. The calculation puts the total energy at -982.681415 Eh. As for the net charge: 0. As for the gap between HOMO and LUMO (spin up / spin down): 8.702 / 6.500 eV. The energy relative to the best compared isomer or geometry (same formula, charge and spin) is 42.3 kcal per mole. Its lowest unoccupied orbital energy (spin up / spin down) is -1.157 / -3.320 eV.

Positions of all 26 atoms, in Å:
O 1.055 -1.220 -0.485
C 0.610 -0.235 0.416
O 3.681 -1.176 -1.131
C 0.728 -0.960 1.775
O -3.877 2.150 -1.933
O 1.872 -0.409 -1.831
H 0.249 -1.928 1.653
H -0.785 1.937 1.116
H -2.359 1.518 0.411
C -1.466 1.123 0.890
O -1.635 -1.061 -0.033
C -0.829 0.128 -0.025
O -0.961 -0.050 -2.452
N 2.720 -1.320 -1.834
O 2.098 -1.957 3.286
H 1.042 -0.533 -2.488
O -1.867 2.993 -2.157
N -2.709 2.294 -1.581
H 3.056 -1.989 3.450
H 0.238 -0.380 2.564
H -1.747 0.608 1.822
H -0.030 1.542 -1.542
H -1.811 -1.272 -0.978
H 1.210 0.682 0.460
O 2.099 -1.066 2.100
C -0.580 0.578 -1.475

Mulliken atomic charge list, values in e, 2 entries:
1 O -0.50
2 C 0.25